The following is a quantum chemistry calculation of a cluster of 9 separate species, C18H54O9 in total in a non-equilibrium geometry, from OMol25.

```
81
Properties=species:S:1:pos:R:3
C 0.57622 2.20256 6.12882
C -0.68451 1.27765 6.02251
C -1.90687 1.60977 6.94664
O -1.18237 1.30129 4.68645
H 0.38420 3.25560 5.92308
H 1.35799 1.89514 5.43425
H 1.04207 2.21422 7.11419
H -0.42900 0.23232 6.19591
H -1.59401 1.54896 7.98900
H -2.65433 0.85403 6.70529
H -2.22419 2.64131 6.79389
H -1.66477 2.11642 4.53010
C -6.15773 -2.03153 -0.49813
C -6.48776 -1.28104 -1.80151
C -5.69606 0.02786 -1.79023
O -5.99448 -2.00246 -2.89867
H -6.32804 -1.48908 0.43184
H -5.11392 -2.34541 -0.49222
H -6.79557 -2.91062 -0.40619
H -7.56082 -1.16165 -1.95118
H -5.75889 0.52516 -2.75814
H -4.62351 -0.03754 -1.60730
H -6.10407 0.75470 -1.08785
H -6.02626 -1.35805 -3.60954
C 0.54183 -8.27055 1.60686
C -0.92997 -7.96729 1.85936
C -1.65917 -9.14812 2.44306
O -0.79765 -7.11041 2.95493
H 0.99213 -7.37439 1.17998
H 0.70688 -9.07055 0.88516
H 1.04211 -8.53784 2.53766
H -1.55137 -7.52528 1.08052
H -1.64591 -9.90452 1.65834
H -2.70182 -9.03023 2.73814
H -1.06576 -9.57136 3.25351
H -0.47163 -6.27309 2.61696
C -0.55331 5.94005 0.03135
C -1.96651 6.52477 0.15543
C -2.63953 6.39985 -1.22572
O -2.73349 5.75819 1.11142
H -0.59844 4.89145 -0.26274
H 0.00146 5.94128 0.96962
H 0.03969 6.38259 -0.76903
H -1.87104 7.54594 0.52449
H -3.72499 6.48271 -1.17072
H -2.44564 5.43043 -1.68477
H -2.27544 7.15894 -1.91805
H -3.49048 6.27868 1.39009
C 2.73301 -0.33962 -6.35982
C 1.95449 0.90873 -6.64028
C 1.00699 1.37272 -5.56943
O 2.90382 1.95335 -6.90158
H 2.04366 -1.16440 -6.17920
H 3.30756 -0.27788 -5.43560
H 3.44428 -0.57273 -7.15219
H 1.32092 0.72284 -7.50754
H 0.10026 0.76779 -5.56825
H 0.73305 2.42498 -5.64576
H 1.41079 1.23178 -4.56685
H 3.01735 2.37057 -6.04447
C 2.14910 -1.65012 0.57339
O 0.76376 -2.13475 0.65685
H 2.20502 -0.57275 0.41769
H 2.56334 -1.88222 1.55453
H 2.74337 -2.11982 -0.21040
H 0.26496 -1.49134 1.16559
C 7.66138 0.58751 2.93207
O 8.78153 1.16688 2.33756
H 7.76171 -0.48739 2.78157
H 7.69764 0.78774 4.00291
H 6.78073 0.93341 2.39086
H 9.03100 0.63309 1.57965
C 5.93106 4.35863 -2.32246
O 5.14706 4.94922 -3.29490
H 6.19966 3.36364 -2.67734
H 6.88693 4.88237 -2.31226
H 5.56800 4.25376 -1.30007
H 5.41825 5.86801 -3.35714
O -1.84510 -4.81914 -3.30774
H -2.73958 -4.50577 -3.44165
H -1.52104 -4.30980 -2.56492
```

electronic energy = -37965.53864 eV
LUMO energy = 0.130 eV
Kohn-Sham gap = 10.037 eV
SMILES = CC(C)O.CC(C)O.CC(C)O.CC(C)O.CC(C)O.CO.CO.CO.O
relative energy (zero: lowest compared OMol25 entry of this formula, charge and spin) = 417.47 kJ/mol
highest occupied orbital energy = -9.9 eV
M = 414.62 g mol⁻¹

=====

The following is a quantum chemistry calculation of a cluster of 2 separate species, C2H3NO2S2 in total in a non-equilibrium geometry, from OMol25.

```
10
Properties=species:S:1:pos:R:3
C -0.92704 -0.52012 0.65744
C -1.33763 0.56781 0.08081
N -1.68647 1.52789 -0.56761
O 2.01949 1.34709 0.40982
O 2.52808 -0.84642 -0.37440
S -0.86431 -2.19607 -0.08812
S 2.53621 0.55152 -0.65568
H -0.20719 -0.45570 1.31995
H 0.39800 -2.07411 -0.35081
H -2.45913 2.09810 -0.43141
```

electronic energy = -29375.58861 eV
LUMO energy = -1.327 eV
Kohn-Sham gap = 7.380 eV
relative energy (zero: lowest compared OMol25 entry of this formula, charge and spin) = 230.52 kJ/mol
highest occupied orbital energy = -8.7 eV
M = 137.19 g mol⁻¹

=====

The following is a quantum chemistry calculation of a structure of composition C5H13N2P in a non-equilibrium geometry, from OMol25.

```
21
Properties=species:S:1:pos:R:3
C -2.41257 0.87008 -0.51579
C 2.00637 -0.93200 -0.89145
C -0.68402 -1.97078 -0.03712
C 0.46169 1.66480 -1.11594
C 0.70537 0.84988 1.57409
N -1.84739 0.28875 0.41939
N -0.66175 -0.62508 -0.53745
P 0.81789 0.13263 -0.23044
H -3.32233 1.34576 -0.15249
H -2.14516 0.80367 -1.56123
H 2.35088 -1.77051 -0.25101
H 2.83302 -0.53344 -1.40491
H -1.62428 -2.34707 -0.33918
H 0.11112 -2.58024 -0.63165
H -0.48880 -2.11994 1.06307
H 1.20437 2.35146 -1.04633
H 0.45195 1.37607 -2.20479
H -0.38251 2.19185 -0.68566
H -0.23982 1.39233 1.85422
H 0.53036 -0.10686 2.24292
H 1.60006 1.43541 1.67249
```

electronic energy = -17660.05342 eV
LUMO energy = 0.860 eV
Kohn-Sham gap = 8.201 eV
relative energy (zero: lowest compared OMol25 entry of this formula, charge and spin) = 360.62 kJ/mol
highest occupied orbital energy = -7.3 eV
M = 132.15 g mol⁻¹